1.
{"formula": "C55H50Cl3FGeNO4RbSb3", "method": "the ωB97M-V functional and the def2-TZVPD basis", "multiplicity": 2, "homo_energy_ha": [-0.1195, -0.1195], "orbital_gap_ev": [6.7, 6.2], "relative_energy_kj_mol": 56.14, "total_energy_ev": -184601.4630, "s2": 0.75, "total_charge": -2, "symbols": ["Rb", "O", "C", "O", "C", "C", "C", "N", "C", "C", "C", "O", "O", "H", "H", "H", "C", "C", "C", "Sb", "C", "C", "C", "C", "C", "C", "C", "C", "C", "C", "C", "C", "Sb", "C", "C", "C", "C", "C", "C", "C", "C", "C", "C", "C", "C", "H", "H", "H", "H", "H", "H", "H", "H", "H", "H", "H", "H", "H", "H", "H", "H", "H", "H", "H", "H", "H", "H", "H", "H", "H", "H", "F", "Cl", "Ge", "Cl", "Cl", "C", "C", "C", "C", "C", "C", "C", "Sb", "C", "C", "C", "C", "C", "C", "C", "C", "C", "C", "C", "C", "C", "C", "H", "H", "H", "H", "H", "H", "H", "H", "H", "H", "H", "H", "H", "H", "H", "H", "H", "H", "H", "H", "H"], "positions_angstrom": [[1.877, 0.433, 0.371], [-0.443, 7.534, -0.462], [0.587, 7.387, 0.248], [1.175, 8.243, 0.944], [1.106, 5.970, 0.313], [2.464, 5.691, 0.172], [2.883, 4.384, 0.056], [2.073, 3.316, 0.107], [0.778, 3.585, 0.354], [0.269, 4.871, 0.444], [-0.097, 2.379, 0.637], [-0.343, 2.177, 1.839], [-0.446, 1.621, -0.332], [3.169, 6.511, 0.125], [3.931, 4.161, -0.129], [-0.797, 5.024, 0.566], [-2.859, -1.170, 2.185], [-1.911, -0.384, 3.106], [-0.605, -1.130, 3.429], [1.047, 0.125, 3.996], [2.346, -1.472, 4.646], [1.999, -2.825, 4.600], [2.936, -3.820, 4.849], [4.252, -3.482, 5.148], [4.617, -2.144, 5.201], [3.670, -1.154, 4.951], [0.209, 0.540, 5.940], [0.525, -0.149, 7.111], [-0.109, 0.148, 8.313], [-1.078, 1.142, 8.370], [-1.400, 1.843, 7.214], [-0.759, 1.547, 6.018], [-2.239, -1.442, 0.133], [-3.902, -2.781, -0.210], [-3.758, -4.077, -0.706], [-4.865, -4.888, -0.933], [-6.145, -4.420, -0.667], [-6.309, -3.129, -0.180], [-5.199, -2.322, 0.040], [-0.844, -3.044, 0.436], [-0.975, -4.044, 1.404], [0.004, -5.012, 1.565], [1.134, -5.005, 0.749], [1.272, -4.035, -0.228], [0.287, -3.061, -0.377], [-3.802, -0.624, 2.082], [-3.099, -2.156, 2.593], [-2.431, -0.186, 4.049], [-1.695, 0.585, 2.652], [-0.225, -1.685, 2.569], [-0.767, -1.849, 4.237], [0.992, -3.119, 4.326], [2.644, -4.862, 4.787], [4.989, -4.257, 5.323], [5.643, -1.868, 5.416], [3.988, -0.116, 4.964], [1.274, -0.933, 7.090], [0.155, -0.403, 9.209], [-1.572, 1.372, 9.306], [-2.148, 2.626, 7.243], [-1.017, 2.120, 5.131], [-2.769, -4.468, -0.922], [-4.723, -5.892, -1.318], [-7.007, -5.055, -0.835], [-7.302, -2.745, 0.025], [-5.358, -1.311, 0.401], [-1.849, -4.060, 2.047], [-0.106, -5.772, 2.330], [1.910, -5.749, 0.884], [2.149, -4.012, -0.864], [0.422, -2.293, -1.136], [2.201, -1.451, 1.742], [4.642, 0.400, 1.542], [4.093, -1.665, 1.089], [6.058, -2.589, 1.057], [3.684, -1.431, -1.073], [2.022, -1.770, -4.572], [1.357, -0.777, -5.497], [1.451, -0.967, -6.875], [0.870, -0.075, -7.765], [0.182, 1.027, -7.276], [0.083, 1.219, -5.904], [0.662, 0.333, -4.996], [0.413, 0.707, -2.850], [1.005, 2.747, -3.130], [0.258, 3.866, -2.774], [0.760, 5.158, -2.888], [2.045, 5.342, -3.367], [2.817, 4.237, -3.692], [2.331, 2.939, -3.566], [3.282, 1.803, -3.862], [-1.688, 0.274, -3.077], [-1.793, -1.059, -3.489], [-3.010, -1.714, -3.600], [-4.172, -1.027, -3.287], [-4.086, 0.297, -2.889], [-2.866, 0.971, -2.781], [-2.888, 2.396, -2.314], [2.602, -2.501, -5.137], [1.298, -2.318, -3.963], [2.695, -1.271, -3.871], [1.996, -1.827, -7.252], [0.960, -0.236, -8.834], [-0.278, 1.735, -7.956], [-0.452, 2.087, -5.532], [-0.718, 3.743, -2.336], [0.172, 6.001, -2.540], [2.462, 6.340, -3.433], [3.844, 4.373, -4.017], [4.284, 2.193, -4.042], [2.985, 1.225, -4.738], [3.358, 1.106, -3.020], [-0.892, -1.623, -3.719], [-3.044, -2.754, -3.900], [-5.134, -1.523, -3.333], [-4.993, 0.838, -2.640], [-3.907, 2.711, -2.082], [-2.503, 3.065, -3.084], [-2.270, 2.517, -1.422]]}

2.
{"formula": "C55H51O5P3Ti", "method": "the ωB97M-V functional and the def2-TZVPD basis", "multiplicity": 1, "homo_energy_ha": -0.2065, "orbital_gap_ev": 5.8, "relative_energy_kj_mol": 75.99, "total_energy_ev": -119084.6418, "total_charge": 0, "symbols": ["Ti", "O", "P", "C", "P", "O", "C", "C", "C", "C", "C", "C", "C", "C", "C", "C", "C", "C", "C", "C", "C", "C", "C", "C", "C", "C", "C", "C", "C", "C", "H", "H", "H", "H", "H", "H", "H", "H", "H", "H", "H", "H", "H", "H", "H", "H", "H", "H", "H", "H", "H", "H", "C", "O", "C", "C", "C", "C", "C", "C", "O", "C", "O", "C", "H", "H", "H", "H", "H", "H", "H", "H", "H", "C", "C", "C", "C", "C", "C", "C", "P", "C", "C", "C", "C", "C", "C", "C", "C", "C", "C", "C", "C", "C", "C", "H", "H", "H", "H", "H", "H", "H", "H", "H", "H", "H", "H", "H", "H", "H", "H", "H", "H", "H", "H"], "positions_angstrom": [[0.657, -0.546, 1.483], [-2.195, -0.747, -1.766], [-3.219, 0.320, -1.666], [-2.992, 1.545, -0.342], [-2.368, 0.907, 1.231], [-1.037, 0.188, 0.916], [-3.499, -0.380, 1.810], [-4.782, -0.003, 2.206], [-5.681, -0.955, 2.655], [-5.295, -2.287, 2.741], [-4.015, -2.665, 2.368], [-3.122, -1.715, 1.894], [-2.218, 2.152, 2.377], [-1.580, 1.666, 3.653], [0.202, 3.358, 3.949], [-0.590, 4.423, 3.661], [-1.744, 4.537, 2.819], [-2.363, 3.527, 2.127], [-4.877, -0.352, -1.411], [-6.009, 0.459, -1.361], [-7.255, -0.099, -1.137], [-7.376, -1.472, -0.966], [-6.254, -2.285, -1.025], [-5.004, -1.728, -1.250], [-3.327, 1.320, -3.171], [-3.046, 0.662, -4.366], [-3.074, 1.353, -5.567], [-3.383, 2.706, -5.582], [-3.669, 3.367, -4.395], [-3.641, 2.676, -3.193], [-3.930, 2.082, -0.173], [-2.240, 2.264, -0.685], [-5.066, 1.043, 2.179], [-6.678, -0.658, 2.954], [-5.993, -3.028, 3.108], [-3.708, -3.700, 2.446], [-2.130, -2.012, 1.590], [-1.737, 0.596, 3.803], [1.498, 2.702, 5.508], [-0.243, 5.366, 4.074], [-2.073, 5.551, 2.618], [-3.038, 3.829, 1.327], [-5.922, 1.531, -1.506], [-8.132, 0.534, -1.096], [-8.351, -1.909, -0.792], [-6.352, -3.355, -0.895], [-4.114, -2.343, -1.296], [-2.785, -0.389, -4.340], [-2.847, 0.837, -6.491], [-3.402, 3.247, -6.519], [-3.907, 4.423, -4.405], [-3.841, 3.214, -2.273], [0.692, 4.752, 6.660], [1.510, 4.756, 5.509], [1.456, 3.537, 4.792], [2.660, 3.476, 3.909], [2.996, 2.416, 3.179], [2.274, 1.141, 3.039], [3.009, 0.109, 2.504], [4.509, 0.105, 2.438], [2.444, -0.967, 1.942], [0.816, 1.005, 3.332], [0.368, -0.310, 3.278], [-0.096, 1.984, 3.600], [0.800, 5.726, 7.134], [1.016, 3.975, 7.363], [-0.360, 4.586, 6.412], [3.251, 4.383, 3.857], [3.883, 2.503, 2.562], [4.947, 0.581, 3.314], [4.884, 0.620, 1.550], [4.843, -0.930, 2.386], [-2.026, 2.192, 4.500], [4.421, -1.318, -0.522], [4.453, 0.123, -0.959], [5.700, 0.657, -1.281], [5.864, 1.979, -1.657], [4.761, 2.812, -1.718], [3.508, 2.305, -1.419], [3.330, 0.970, -1.046], [1.619, 0.399, -0.704], [0.602, 1.840, -1.198], [0.522, 2.765, -0.152], [-0.083, 4.001, -0.314], [-0.667, 4.304, -1.533], [-0.619, 3.382, -2.568], [0.028, 2.154, -2.438], [0.076, 1.248, -3.631], [1.461, -1.127, -1.682], [2.038, -1.226, -2.949], [2.082, -2.429, -3.623], [1.567, -3.564, -3.009], [1.026, -3.480, -1.740], [0.956, -2.268, -1.042], [0.350, -2.281, 0.341], [5.385, -1.581, -0.083], [4.250, -1.980, -1.372], [3.657, -1.513, 0.222], [6.566, 0.010, -1.212], [6.852, 2.356, -1.889], [4.866, 3.851, -1.999], [2.654, 2.965, -1.482], [0.951, 2.527, 0.818], [-0.121, 4.689, 0.519], [-1.166, 5.254, -1.682], [-1.094, 3.616, -3.515], [-0.558, 1.646, -4.424], [-0.271, 0.246, -3.380], [1.092, 1.182, -4.024], [2.500, -0.354, -3.391], [2.533, -2.489, -4.605], [1.608, -4.522, -3.514], [0.644, -4.373, -1.260], [0.669, -3.177, 0.884], [-0.735, -2.334, 0.206]]}

3.
{"formula": "C55H52BO8PSSi", "method": "the ωB97M-V functional and the def2-TZVPD basis", "multiplicity": 1, "homo_energy_ha": -0.2824, "orbital_gap_ev": 6.7, "relative_energy_kj_mol": 401.37, "total_energy_ev": -102935.4856, "total_charge": 0, "symbols": ["C", "C", "C", "O", "C", "C", "C", "C", "S", "C", "B", "O", "C", "C", "C", "Si", "C", "C", "C", "C", "O", "C", "P", "C", "C", "C", "C", "C", "C", "C", "C", "C", "C", "C", "O", "H", "H", "H", "H", "H", "H", "H", "H", "H", "H", "H", "H", "H", "H", "H", "H", "H", "H", "H", "H", "H", "H", "H", "H", "H", "H", "H", "H", "H", "H", "H", "H", "H", "H", "H", "H", "C", "C", "C", "C", "C", "C", "C", "O", "C", "C", "C", "C", "C", "C", "C", "O", "H", "H", "H", "H", "H", "H", "H", "H", "C", "C", "C", "C", "C", "C", "C", "O", "C", "C", "C", "C", "C", "C", "C", "O", "H", "H", "H", "H", "H", "H", "H", "H"], "positions_angstrom": [[-1.323, -1.425, 1.560], [-0.341, -1.140, 0.352], [1.177, -0.950, 0.790], [1.422, 0.481, 0.840], [2.688, 0.826, 0.384], [3.005, 0.684, -1.060], [4.340, 1.036, -1.618], [5.353, 1.544, -0.691], [7.001, 1.942, -1.394], [5.051, 1.693, 0.758], [6.290, 2.240, 1.659], [6.270, 3.620, 1.959], [7.503, 1.311, 2.183], [8.867, 2.008, 1.738], [3.719, 1.329, 1.335], [3.429, 1.492, 3.217], [4.564, 0.158, 4.035], [1.655, 1.060, 3.776], [3.849, 3.201, 3.949], [4.583, 0.803, -3.157], [5.230, 1.539, -3.856], [3.859, -0.472, -3.735], [4.725, -1.486, -5.029], [3.837, -1.468, -6.681], [6.506, -0.934, -5.180], [2.622, -0.782, -3.219], [1.837, -2.068, -3.698], [2.610, -3.382, -3.263], [3.773, -3.379, -2.369], [4.518, -4.587, -1.993], [4.119, -5.895, -2.511], [2.924, -5.930, -3.377], [2.182, -4.715, -3.749], [1.977, 0.117, -2.108], [0.794, 0.365, -2.104], [-2.376, -1.370, 1.151], [-1.245, -0.593, 2.306], [-1.147, -2.446, 1.983], [-0.381, -1.963, -0.418], [-0.656, -0.153, -0.093], [1.326, -1.369, 1.826], [1.822, -1.479, 0.040], [7.196, 3.287, -1.144], [6.585, 3.723, 2.877], [7.503, 1.308, 3.315], [7.468, 0.263, 1.792], [9.069, 2.916, 2.361], [8.774, 2.367, 0.675], [9.749, 1.315, 1.752], [5.530, 0.025, 3.486], [4.676, 0.439, 5.113], [3.992, -0.810, 3.920], [1.457, -0.033, 3.576], [0.916, 1.670, 3.184], [1.602, 1.256, 4.879], [4.961, 3.213, 4.136], [3.346, 3.276, 4.954], [3.520, 3.988, 3.226], [2.735, -1.612, -6.554], [4.040, -0.506, -7.219], [4.248, -2.337, -7.270], [6.911, -0.803, -4.133], [6.638, 0.038, -5.724], [7.130, -1.726, -5.663], [0.867, -2.105, -3.121], [1.620, -2.058, -4.793], [4.151, -2.421, -1.923], [5.411, -4.473, -1.325], [4.714, -6.794, -2.242], [2.634, -6.945, -3.747], [1.278, -4.795, -4.409], [-1.126, 2.592, -0.983], [-1.658, 3.377, -2.006], [-2.680, 4.280, -1.731], [-3.180, 4.390, -0.434], [-2.659, 3.585, 0.577], [-1.626, 2.697, 0.301], [-3.203, 3.646, 1.947], [-2.740, 2.942, 2.825], [-4.325, 4.568, 2.236], [-4.884, 4.592, 3.510], [-5.928, 5.463, 3.793], [-6.411, 6.318, 2.806], [-5.859, 6.294, 1.532], [-4.822, 5.412, 1.241], [-4.260, 5.366, -0.136], [-4.681, 6.108, -1.002], [-0.324, 1.893, -1.191], [-1.275, 3.286, -3.015], [-3.088, 4.892, -2.526], [-1.213, 2.081, 1.091], [-4.510, 3.931, 4.283], [-6.366, 5.477, 4.784], [-7.221, 7.003, 3.030], [-6.241, 6.958, 0.766], [-8.051, -6.831, -0.334], [-7.032, -6.529, -1.234], [-6.440, -5.275, -1.220], [-6.873, -4.312, -0.313], [-7.910, -4.606, 0.573], [-8.490, -5.872, 0.567], [-8.416, -3.574, 1.512], [-9.318, -3.831, 2.286], [-7.808, -2.220, 1.484], [-8.310, -1.225, 2.316], [-7.740, 0.040, 2.306], [-6.659, 0.313, 1.472], [-6.158, -0.675, 0.633], [-6.738, -1.941, 0.631], [-6.220, -2.979, -0.294], [-5.280, -2.741, -1.028], [-8.507, -7.814, -0.341], [-6.699, -7.276, -1.946], [-5.644, -5.046, -1.918], [-9.287, -6.109, 1.262], [-9.148, -1.432, 2.970], [-8.136, 0.816, 2.951], [-6.213, 1.302, 1.473], [-5.321, -0.456, -0.020]]}